C32H88CsN8O12S | wB97M-V/def2-TZVPD

**Net charge**: -1
**Kohn-Sham gap**: 4.856 eV

```
142
Properties=species:S:1:pos:R:3:lowdin_charge:R:1
Cs 11.467 16.467 -10.248 0.91
S 13.008 13.136 -11.120 0.03
O 12.421 12.478 -12.250 -0.38
O 13.557 14.441 -11.325 -0.47
O 12.066 13.097 -10.024 -0.45
O 14.068 12.224 -10.718 -0.42
C 8.394 19.369 -11.238 -0.05
C 8.733 20.852 -10.946 -0.39
C 9.621 21.611 -11.961 -0.21
O 10.905 21.056 -12.121 -0.19
C 11.875 21.933 -12.795 -0.07
N 7.438 21.541 -10.885 0.03
H 8.057 18.995 -10.272 0.06
H 9.317 18.836 -11.468 0.06
H 7.597 19.140 -11.946 0.07
H 9.206 20.857 -9.964 0.11
H 9.618 22.655 -11.647 0.12
H 9.137 21.615 -12.938 0.12
H 11.592 22.123 -13.831 0.08
H 12.851 21.459 -12.904 0.07
H 12.009 22.898 -12.306 0.08
H 6.827 21.284 -10.123 0.07
H 6.952 21.178 -11.692 0.06
C 14.575 16.075 -6.673 -0.05
C 14.387 14.995 -7.731 -0.42
C 14.848 13.631 -7.204 -0.24
O 14.124 13.079 -6.166 -0.20
C 14.677 11.773 -5.792 -0.06
N 12.997 14.941 -8.011 0.01
H 15.546 16.057 -6.178 0.07
H 13.885 15.999 -5.832 0.07
H 14.472 17.070 -7.106 0.05
H 15.113 15.043 -8.542 0.15
H 15.907 13.611 -6.946 0.12
H 14.721 12.995 -8.081 0.12
H 15.715 11.962 -5.518 0.07
H 14.805 11.063 -6.609 0.09
H 14.144 11.290 -4.973 0.08
H 12.836 14.308 -8.782 -0.01
H 12.507 14.594 -7.199 0.03
C 11.380 13.688 -4.837 -0.07
C 10.560 12.615 -5.473 -0.38
C 9.147 12.325 -4.794 -0.17
O 8.402 11.341 -5.565 -0.18
C 7.084 11.039 -4.997 -0.08
N 10.619 12.912 -6.924 0.04
H 11.927 13.392 -3.942 0.08
H 10.852 14.558 -4.446 0.08
H 12.125 14.095 -5.520 0.04
H 11.087 11.661 -5.454 0.13
H 8.689 13.292 -4.590 0.10
H 9.424 12.032 -3.781 0.11
H 6.359 11.829 -5.193 0.05
H 7.180 10.840 -3.929 0.08
H 6.544 10.221 -5.472 0.08
H 9.989 12.396 -7.522 0.08
H 11.567 12.724 -7.218 0.07
C 7.271 15.879 -9.703 -0.03
C 7.941 15.370 -8.328 -0.41
C 7.081 14.515 -7.471 -0.17
O 5.942 15.209 -6.862 -0.17
C 5.180 14.250 -6.185 -0.16
N 9.177 14.770 -8.723 0.00
H 7.833 16.490 -10.410 0.04
H 6.435 16.534 -9.458 0.06
H 6.763 15.019 -10.139 0.07
H 8.150 16.284 -7.772 0.12
H 7.667 14.235 -6.596 0.11
H 6.713 13.633 -7.994 0.13
H 4.258 14.740 -5.870 0.08
H 5.555 14.054 -5.180 0.07
H 4.882 13.325 -6.679 0.09
H 9.214 13.963 -9.329 0.08
H 9.836 14.379 -8.064 0.02
C 9.058 12.730 -12.672 -0.05
C 9.618 13.638 -13.810 -0.42
C 10.134 15.019 -13.318 -0.17
O 9.177 15.917 -12.676 -0.27
C 7.937 16.114 -13.431 -0.09
N 10.724 12.954 -14.440 0.02
H 9.781 12.365 -11.943 0.07
H 8.412 11.937 -13.049 0.07
H 8.435 13.367 -12.045 0.05
H 8.876 13.665 -14.609 0.12
H 10.635 15.549 -14.128 0.10
H 10.947 14.805 -12.625 0.07
H 7.143 15.396 -13.223 0.09
H 8.149 16.270 -14.489 0.08
H 7.544 17.104 -13.199 0.06
H 11.454 13.012 -13.744 0.01
H 10.533 11.971 -14.575 0.07
C 10.700 19.213 -6.495 -0.04
C 9.408 19.785 -7.087 -0.41
C 8.067 19.561 -6.317 -0.16
O 8.199 20.150 -5.031 -0.18
C 7.323 19.703 -4.061 -0.14
N 9.732 21.188 -7.258 0.04
H 11.630 19.318 -7.055 0.05
H 10.584 18.135 -6.383 0.08
H 10.898 19.559 -5.480 0.08
H 9.205 19.284 -8.034 0.12
H 7.753 18.526 -6.177 0.12
H 7.294 20.040 -6.918 0.12
H 6.380 19.309 -4.439 0.09
H 7.084 20.398 -3.257 0.08
H 7.754 18.855 -3.529 0.08
H 8.946 21.709 -7.621 0.06
H 9.923 21.512 -6.321 0.07
C 14.595 18.829 -11.255 -0.03
C 14.381 18.761 -9.701 -0.41
C 15.115 19.958 -9.083 -0.18
O 15.019 19.866 -7.607 -0.21
C 16.000 20.645 -6.927 -0.11
N 13.000 18.987 -9.367 -0.04
H 15.617 18.472 -11.381 0.09
H 14.537 19.829 -11.684 0.06
H 13.870 18.233 -11.809 0.06
H 14.759 17.836 -9.265 0.14
H 14.935 20.927 -9.549 0.12
H 16.177 19.854 -9.303 0.11
H 16.902 20.034 -6.920 0.09
H 15.651 20.738 -5.899 0.08
H 16.162 21.636 -7.352 0.08
H 12.658 19.866 -9.729 0.08
H 13.011 19.178 -8.375 0.04
C 14.376 18.526 -15.270 -0.06
C 13.188 17.613 -15.070 -0.45
C 11.753 18.212 -14.899 -0.09
O 11.553 18.987 -16.163 -0.21
C 10.267 19.579 -16.199 -0.12
N 13.087 16.793 -16.207 0.04
H 14.600 18.950 -14.292 0.05
H 14.274 19.374 -15.947 0.08
H 15.292 17.963 -15.451 0.08
H 13.450 16.989 -14.216 0.13
H 11.794 18.965 -14.111 0.11
H 11.012 17.437 -14.707 0.11
H 9.388 18.934 -16.207 0.08
H 10.064 20.074 -17.149 0.08
H 10.156 20.225 -15.328 0.07
H 13.845 16.730 -16.871 0.08
H 12.423 17.370 -16.705 0.05
```

=====

C3H7NO2 | wB97M-V/def2-TZVPD

**Kohn-Sham gap**: 9.087 eV

```
13
Properties=species:S:1:pos:R:3:lowdin_charge:R:1
C 0.990 -1.267 0.082 -0.02
C 0.303 -0.328 -0.638 -0.22
N 0.093 0.023 -1.835 0.01
O -0.800 1.109 -2.010 -0.10
C -0.772 1.001 0.730 -0.20
O -0.632 0.715 1.946 -0.14
H 2.043 -1.110 0.323 0.09
H 0.621 -1.080 1.685 0.07
H 0.632 -2.298 0.122 0.09
H -0.785 1.209 -2.979 0.10
H -1.696 0.722 0.191 0.10
H -0.181 1.818 0.277 0.10
H 0.183 -0.514 2.106 0.12
```

=====

C4H4IrO6 | wB97M-V/def2-TZVPD

**Net charge**: +2
**Kohn-Sham gap (alpha / beta)**: 7.823 / 5.628 eV
**2S+1**: 6

```
15
Properties=species:S:1:pos:R:3:lowdin_charge:R:1
O 2.052 -1.486 -0.365 -0.21
C 0.812 -1.714 -0.019 -0.14
C -0.101 -0.521 0.101 -0.12
O -1.444 -0.871 0.113 0.14
H 0.319 -1.535 1.206 0.31
H 0.315 -2.534 -0.567 0.20
H 0.063 0.102 -0.793 0.17
C -2.364 0.010 -0.325 -0.56
O -2.175 0.906 -1.097 0.22
O -3.540 -0.257 0.206 0.24
H -3.547 -1.122 0.642 0.16
O 2.238 1.518 -0.016 -0.12
C 1.371 1.614 0.851 -0.15
O 0.412 0.879 1.158 0.14
Ir 3.123 -0.096 -0.518 1.70
```

=====

C23H23MnN3O4S2 | wB97M-V/def2-TZVPD

**Net charge**: +1
**Kohn-Sham gap (alpha / beta)**: 5.899 / 7.300 eV
**2S+1**: 5

```
56
Properties=species:S:1:pos:R:3:lowdin_charge:R:1
Mn 0.678 -0.799 1.437 0.94
S 0.999 0.146 3.765 0.71
C 0.965 1.466 2.692 -1.09
N 0.765 1.134 1.407 -0.15
C 0.675 2.243 0.603 -0.32
C 0.415 2.248 -0.765 -0.01
C 0.297 3.464 -1.407 -0.05
C 0.474 4.662 -0.716 -0.06
C 0.749 4.673 0.642 -0.07
C 0.838 3.458 1.297 -0.44
S 1.117 3.159 3.006 1.11
H 0.261 1.309 -1.274 0.11
H 0.051 3.483 -2.456 0.11
H 0.372 5.600 -1.237 0.11
H 0.882 5.597 1.182 0.12
C 3.769 -2.773 -0.809 0.03
C 3.250 -1.447 -0.362 -0.30
O 2.255 -1.402 0.385 -0.05
C 3.890 -0.207 -0.799 -0.15
C 3.639 0.952 -0.050 -0.01
C 4.089 2.180 -0.480 -0.04
C 4.809 2.270 -1.661 -0.04
C 5.114 1.126 -2.384 -0.05
C 4.668 -0.111 -1.959 0.00
H 3.239 -3.567 -0.288 0.10
H 4.835 -2.837 -0.598 0.11
H 3.633 -2.902 -1.882 0.11
H 3.119 0.843 0.893 0.10
H 3.871 3.068 0.090 0.11
H 5.136 3.235 -2.013 0.12
H 5.695 1.206 -3.290 0.12
H 4.889 -0.987 -2.551 0.12
C -3.108 -2.822 -1.920 -0.07
C -4.092 -1.900 -1.208 -0.16
C -3.600 -1.514 0.208 -0.30
C -4.635 -0.596 0.903 -0.16
C -4.212 -0.214 2.317 -0.06
C -3.495 -2.791 1.012 -0.40
O -4.412 -3.525 1.235 0.16
N -2.219 -3.105 1.502 0.25
C -1.148 -2.293 1.380 -0.51
O -0.022 -2.582 1.863 -0.03
N -1.206 -1.121 0.740 0.11
C -2.326 -0.685 0.062 -0.43
O -2.291 0.319 -0.602 0.13
H -3.463 -3.036 -2.924 0.08
H -3.007 -3.769 -1.392 0.08
H -2.126 -2.355 -1.996 0.08
H -5.057 -2.398 -1.105 0.13
H -4.225 -0.983 -1.783 0.13
H -5.590 -1.124 0.933 0.13
H -4.743 0.300 0.291 0.13
H -4.212 -1.081 2.975 0.08
H -4.914 0.510 2.722 0.08
H -3.217 0.234 2.325 0.07
H -2.117 -3.958 2.044 0.19
```

=====

C30H41AsN8O6PtS | wB97M-V/def2-TZVPD

**Kohn-Sham gap (alpha / beta)**: 6.858 / 7.270 eV
**2S+1**: 3

```
88
Properties=species:S:1:pos:R:3:lowdin_charge:R:1
Pt 0.064 -1.085 0.372 1.22
C -0.923 3.748 -0.267 -0.04
N -1.803 2.753 -0.847 -0.14
C -3.134 3.260 -1.148 -0.05
C -1.619 1.403 -0.624 -0.40
N -0.848 0.922 0.312 0.02
C -0.791 1.512 1.591 -0.24
C -1.962 2.001 2.133 -0.03
C -2.004 2.611 3.391 -0.06
C -0.864 2.707 4.132 -0.03
C 0.342 2.140 3.663 -0.15
C 1.474 2.159 4.512 -0.04
C 2.626 1.527 4.147 -0.07
C 2.699 0.893 2.902 -0.03
C 1.648 0.913 2.004 -0.23
N 1.817 0.264 0.770 0.03
C 2.935 0.355 0.096 -0.40
N 3.681 1.513 0.037 -0.14
C 5.134 1.437 0.084 -0.05
C 3.142 2.799 0.432 -0.04
N 3.383 -0.660 -0.672 -0.14
C 4.006 -0.446 -1.962 -0.05
C 3.177 -2.054 -0.316 -0.04
C 0.406 1.521 2.378 -0.04
N -2.236 0.592 -1.522 -0.13
C -2.642 -0.757 -1.162 -0.04
C -2.331 0.924 -2.930 -0.05
H -0.862 4.594 -0.956 0.10
H 0.073 3.335 -0.126 0.06
H -1.282 4.107 0.701 0.09
H -3.521 3.821 -0.291 0.09
H -3.815 2.440 -1.355 0.09
H -3.108 3.928 -2.012 0.09
H -2.881 1.868 1.574 0.12
H -2.945 2.985 3.772 0.11
H -0.872 3.175 5.108 0.11
H 1.389 2.647 5.475 0.11
H 3.477 1.494 4.814 0.11
H 3.592 0.345 2.625 0.12
H 5.456 0.403 0.175 0.09
H 5.499 1.986 0.956 0.09
H 5.591 1.871 -0.809 0.09
H 2.063 2.809 0.310 0.06
H 3.578 3.571 -0.207 0.10
H 3.371 3.038 1.475 0.10
H 5.047 -0.783 -1.967 0.09
H 3.976 0.608 -2.229 0.08
H 3.460 -1.023 -2.714 0.09
H 2.764 -2.140 0.683 0.07
H 4.140 -2.571 -0.353 0.10
H 2.485 -2.547 -1.000 0.07
H -2.824 -0.811 -0.092 0.08
H -1.901 -1.513 -1.440 0.06
H -3.571 -0.992 -1.687 0.10
H -1.814 1.860 -3.127 0.08
H -3.372 1.026 -3.251 0.09
H -1.871 0.126 -3.520 0.09
O -0.198 -4.467 -1.182 -0.34
As -0.362 -4.281 0.695 0.91
O 0.085 -5.749 1.210 -0.45
O 0.760 -3.029 0.865 -0.60
C -2.294 -4.007 0.527 -0.24
C -2.972 -4.626 -0.516 -0.08
C -4.353 -4.512 -0.598 -0.08
C -5.062 -3.791 0.353 -0.08
C -4.394 -3.173 1.400 -0.06
C -3.017 -3.287 1.476 -0.28
S -2.059 -2.484 2.739 0.47
O -2.916 -2.148 3.844 -0.29
O -1.014 -3.464 3.003 -0.34
O -1.551 -1.273 2.042 -0.44
H 0.467 -5.163 -1.252 0.03
H -2.404 -5.188 -1.243 0.10
H -4.881 -4.994 -1.412 0.10
H -6.140 -3.720 0.285 0.10
H -4.919 -2.619 2.167 0.11
C 1.148 1.677 -2.305 0.00
C 0.902 0.272 -2.720 -0.40
N 0.591 -0.742 -1.944 0.03
C 0.467 -1.853 -2.754 -0.13
C 0.704 -1.493 -4.044 -0.08
N 0.982 -0.143 -4.008 0.10
H 0.983 1.741 -1.235 0.04
H 0.470 2.366 -2.813 0.08
H 2.174 1.978 -2.527 0.08
H 0.216 -2.823 -2.335 0.07
H 0.704 -2.060 -4.958 0.11
H 1.189 0.443 -4.797 0.16
```

=====

C5H12O2 | wB97M-V/def2-TZVPD

**SMILES**: C=CC(=C)C.O.O
**Kohn-Sham gap**: 9.029 eV

```
19
Properties=species:S:1:pos:R:3:lowdin_charge:R:1
C 2.759 0.692 -0.465 0.01
C 1.735 0.305 -1.230 -0.15
C 0.347 0.804 -1.151 -0.36
C -0.167 1.617 -0.215 0.05
C -0.610 0.082 -2.115 -0.07
H 2.801 0.990 0.578 0.06
H 3.694 1.006 -0.938 0.06
H 1.896 -0.093 -2.234 0.10
H -1.199 1.585 0.100 0.04
H 0.618 1.930 0.483 0.06
H -0.574 0.482 -3.128 0.08
H -0.321 -0.965 -2.039 0.07
H -1.649 0.154 -1.791 0.07
O 1.079 -4.397 3.995 -0.06
H 1.012 -4.184 3.060 0.03
H 0.630 -3.687 4.462 0.03
O -4.019 1.630 -0.033 -0.06
H -4.459 2.403 0.334 0.04
H -3.333 1.401 0.601 0.02
```